{"formula": "C4H8Se", "method": "ωB97M-V with the def2-TZVPD basis set", "largest_force_ev_per_a": 3.1, "de_lowest_kj_mol": 245.1, "total_energy_ha": -2558.5134, "e_homo_ev": -8.43, "gap_ev": 8.09, "symbols": ["Se", "C", "C", "C", "C", "H", "H", "H", "H", "H", "H", "H", "H"], "xyz": [[-0.66397, -0.32391, -2.89542], [0.81317, -0.02754, -0.83356], [-1.20452, 0.37224, 0.83548], [0.30428, 0.63762, 0.32965], [0.10466, -0.13190, 1.57326], [0.59527, 0.29498, 2.52049], [0.83860, -1.12204, -0.66924], [0.22339, -1.52408, -2.75068], [1.72129, 0.41322, -1.28882], [-1.78009, 1.27826, 1.09439], [0.09300, -1.19382, 1.41411], [-1.74715, -0.39266, 0.24561], [0.70208, 1.71961, 0.42473]], "nbo_charge": [-0.236, -0.261, -0.392, -0.338, -0.402, 0.237, 0.196, 0.074, 0.220, 0.228, 0.216, 0.233, 0.226]}

{"formula": "C3H8FN2", "method": "ωB97M-V with the def2-TZVPD basis set", "total_charge": 1, "largest_force_ev_per_a": 7.1, "de_lowest_kj_mol": 314.6, "total_energy_ha": -328.1375, "e_homo_ev": -13.62, "gap_ev": 7.95, "symbols": ["F", "N", "N", "C", "C", "C", "H", "H", "H", "H", "H", "H", "H", "H"], "xyz": [[1.40873, 1.52523, 0.22368], [-2.74582, 0.30642, -0.21152], [-0.78138, -0.18427, 0.70342], [-1.49076, 0.44768, -0.08564], [2.18152, -0.61719, -0.53141], [1.74993, 0.34831, 0.46787], [-1.39568, -0.84328, 1.28217], [3.24885, -0.90205, -0.37229], [-3.31289, 0.83824, -0.92221], [-3.28882, -0.25729, 0.54126], [1.98458, -0.42033, -1.52192], [1.82909, 0.18474, 1.51676], [-1.05279, 1.02540, -0.94404], [1.66544, -1.45161, -0.14612]], "nbo_charge": [-0.205, -0.770, -0.772, 0.306, -0.761, 0.737, 0.358, 0.313, 0.430, 0.409, 0.271, 0.206, 0.174, 0.303]}

{"formula": "C16H34BaOP2", "method": "ωB97M-V with the def2-TZVPD basis set", "largest_force_ev_per_a": 3.7, "de_lowest_kj_mol": 411.4, "total_energy_ha": -1413.1183, "e_homo_ev": -4.04, "gap_ev": 3.48, "symbols": ["Ba", "P", "P", "O", "C", "C", "C", "C", "C", "C", "C", "C", "C", "C", "C", "C", "C", "C", "C", "C", "H", "H", "H", "H", "H", "H", "H", "H", "H", "H", "H", "H", "H", "H", "H", "H", "H", "H", "H", "H", "H", "H", "H", "H", "H", "H", "H", "H", "H", "H", "H", "H", "H", "H"], "xyz": [[2.18098, 0.64493, 3.67193], [0.22732, 2.17248, -1.56645], [0.19108, -1.88455, -2.03462], [1.22990, 0.86089, 5.67333], [0.68460, -1.63240, 3.54841], [1.55654, 3.39102, -1.63723], [-0.22097, -0.39359, -2.99291], [0.68953, 0.84083, -2.76575], [-1.18777, 2.99082, -2.37055], [-1.12279, -1.96267, 0.41419], [-0.98148, -3.17012, -2.45381], [-1.82048, 1.47471, 0.07021], [1.82564, -2.44430, -2.54505], [0.56584, 0.89279, 6.91896], [1.05094, -0.45581, 0.22415], [-2.19893, 0.17324, -0.36556], [-0.40712, 1.80865, 0.09721], [0.47683, 0.78438, 0.94986], [0.14824, -1.70154, -0.25215], [-2.14613, -0.98005, 0.71411], [-2.54909, 2.22442, 0.37874], [-0.28453, 2.78530, 0.60000], [-0.07924, -1.40507, 4.31386], [-1.07484, -3.87953, -1.61621], [1.64662, -0.10219, -0.63463], [1.36194, 1.40893, 1.22668], [-1.29306, -3.00024, 0.71416], [-1.98580, 2.26507, -2.60065], [-1.59782, 3.76887, -1.70505], [1.70337, -2.84236, -3.56071], [-0.61023, -3.68975, -3.34703], [-2.04176, -0.54462, 1.72171], [-0.82474, 3.45110, -3.30216], [1.40287, -2.33715, 4.00957], [-0.07067, 0.49752, 1.87268], [1.81586, -0.91485, 0.87478], [1.62589, 3.99075, -0.71756], [-1.42451, -0.09684, -1.10005], [0.14485, -0.09068, 7.13415], [2.51224, 2.87745, -1.81873], [2.55918, -1.62582, -2.55352], [1.27700, 1.16522, 7.70029], [2.17887, -3.24886, -1.88291], [1.34664, 4.06553, -2.48221], [-0.23840, 1.62955, 6.89040], [-0.05804, -0.74099, -4.02846], [1.73265, 0.53971, -2.55685], [0.77126, -2.59904, -0.02464], [-1.95772, -2.70503, -2.65770], [-3.17749, 0.14580, -0.87935], [-3.13630, -1.46435, 0.67123], [0.71069, 1.37600, -3.73172], [0.17175, -2.17158, 2.74065], [-1.29919, -0.14197, -2.94705]], "lowdin_charge": [1.710, 0.932, 0.886, -0.837, -0.389, -0.197, -0.318, -0.316, -0.191, -0.279, -0.179, -0.291, -0.187, -0.278, -0.186, -0.275, -0.479, -0.253, -0.488, -0.254, 0.067, 0.116, -0.070, 0.066, 0.058, 0.017, 0.062, 0.062, 0.071, 0.048, 0.050, 0.089, 0.049, -0.090, 0.076, 0.075, 0.058, 0.035, 0.062, 0.052, 0.051, 0.053, 0.066, 0.049, 0.057, 0.091, 0.067, 0.112, 0.068, 0.107, 0.093, 0.089, -0.079, 0.091]}

{"formula": "C27H32Cl2GaN3O5SSi", "method": "ωB97M-V with the def2-TZVPD basis set", "largest_force_ev_per_a": 3.7, "total_energy_ha": -5121.5399, "e_homo_ev": -8.17, "gap_ev": 8.58, "symbols": ["Ga", "Cl", "Cl", "S", "Si", "O", "O", "O", "O", "O", "N", "N", "N", "C", "C", "C", "C", "C", "C", "C", "C", "C", "C", "C", "C", "C", "C", "C", "C", "C", "C", "C", "C", "C", "C", "C", "C", "C", "C", "C", "H", "H", "H", "H", "H", "H", "H", "H", "H", "H", "H", "H", "H", "H", "H", "H", "H", "H", "H", "H", "H", "H", "H", "H", "H", "H", "H", "H", "H", "H", "H", "H"], "xyz": [[-0.20422, 0.26294, -0.08389], [8.02318, -1.16608, 1.38628], [-3.16369, -7.49788, -1.85599], [-1.06022, 2.10339, 0.97070], [-2.13326, 2.95515, 4.11680], [-2.67242, -1.01139, -0.26495], [2.14499, -0.62946, -1.82896], [-0.53540, -1.47535, -0.76939], [1.63494, 0.18320, 0.12015], [-0.54431, 1.15327, -1.91034], [-0.85471, 0.41462, -4.03346], [1.09877, 1.57281, -3.47228], [-0.16534, -0.05425, 2.05312], [-2.92461, -5.82785, -1.49495], [-1.79772, -5.32133, -2.11723], [4.10273, -0.87925, 1.07261], [1.52495, 2.58837, -2.55241], [-1.39610, -4.00691, -1.80239], [2.48950, -0.30600, -0.72031], [-3.70482, -5.01612, -0.61825], [6.45720, -0.92375, 0.71503], [-2.48322, 2.84940, 5.95694], [-3.74046, 2.90222, 3.17111], [0.24621, -0.90005, 2.99923], [-2.16261, -0.19808, -3.70979], [3.92225, -0.56416, -0.23067], [-0.07373, 0.95696, -3.07274], [5.01887, -0.40447, -1.07140], [-1.77370, -1.79955, -0.61037], [-2.16396, -3.23165, -0.91723], [-3.31392, -3.69939, -0.35746], [-0.57157, 0.56340, -5.42686], [-0.73676, 1.12843, 2.41362], [-0.05066, -0.61354, 4.36498], [6.29841, -0.44933, -0.56784], [2.14337, 0.88813, -4.31319], [-1.25630, 4.63667, 3.89349], [5.35818, -1.19208, 1.52917], [-1.09536, 1.41385, 3.69113], [-0.83563, 0.47444, 4.72093], [-3.73533, 2.75898, 2.12079], [3.26227, -1.05948, 1.68174], [0.75552, -1.79516, 2.71211], [-1.17647, 5.01403, 4.89516], [-2.24960, -1.07110, -4.30476], [-3.03559, 3.73524, 6.26831], [2.34230, 3.14617, -3.10262], [2.01432, 2.13389, -1.63440], [3.00470, 0.99530, -3.64810], [-0.24553, 1.58678, -5.54498], [-1.54246, 2.97248, 6.44769], [-1.17938, -5.93124, -2.72851], [-2.29718, -0.37491, -2.65348], [-0.14876, 4.76275, 3.46664], [-1.14481, 0.58447, 5.74878], [-4.56913, -5.48342, -0.14103], [-4.32769, 3.81798, 3.42566], [-4.05209, -3.18994, 0.27202], [1.91946, -0.16472, -4.39688], [-4.20582, 2.04920, 3.56071], [2.31702, 1.35428, -5.31800], [-0.52148, -3.75706, -2.36472], [-2.95501, 0.51296, -4.07838], [-1.49708, 0.35428, -5.99217], [-1.88026, 5.27017, 3.36865], [5.56596, -1.47615, 2.50896], [-2.97546, 1.99586, 6.41936], [7.16670, -0.22253, -1.15379], [4.93865, -0.24562, -2.18903], [0.23733, -0.12944, -5.75793], [0.42850, -1.28031, 5.06583], [0.73755, 3.25694, -2.32654]], "lowdin_charge": [0.237, 0.682, 0.669, 0.802, 0.541, 0.036, 0.078, 0.018, -0.022, -0.037, -0.110, -0.136, -0.003, -0.666, -0.126, -0.023, -0.046, 0.010, -0.537, -0.063, -0.674, -0.191, -0.175, -0.063, 0.012, -0.119, -0.425, -0.015, -0.561, -0.134, -0.027, -0.054, -0.657, -0.051, -0.104, -0.037, -0.168, -0.084, -0.240, -0.050, -0.002, 0.105, 0.116, 0.000, 0.077, 0.035, 0.113, 0.107, 0.073, 0.093, 0.022, 0.088, 0.067, 0.089, 0.095, 0.107, 0.055, 0.133, 0.078, 0.008, 0.101, 0.113, 0.117, 0.100, -0.017, 0.084, 0.036, 0.103, 0.138, 0.094, 0.096, 0.083]}